DFT (ωB97M-V/def2-TZVPD) results for a molecular structure, C32H44N4O2SSi2W.

Last column: Löwdin charge in e.
Cartesian coordinates (Å):
W1 -0.6827 -0.2358 -0.0259  1.274
C1 -1.5747 -0.5346 3.9730  -0.162
Si1 -2.0283 -1.9867 2.8706  0.435
C2 -0.6526 -3.2778 2.8568  -0.179
C3 -3.5022 -2.8553 3.6764  -0.178
C4 -2.3283 -1.4196 1.1123  -0.480
C5 -2.2348 -2.4960 0.1095  -0.425
C6 -2.9011 -3.7171 0.0221  -0.024
C7 -2.6237 -4.5747 -1.0290  -0.060
C8 -1.6886 -4.2114 -1.9913  -0.068
C9 -1.0505 -2.9919 -1.8618  -0.139
N1 -1.3136 -2.1721 -0.8351  -0.083
Si2 -3.8197 -0.3426 0.7542  0.431
C10 -3.7089 0.1838 -1.0629  -0.165
C11 -5.4357 -1.3009 0.9315  -0.168
C12 -3.9512 1.1350 1.8984  -0.160
H1 -1.0342 -0.8972 4.8519  0.035
H2 -2.4692 -0.0188 4.3289  0.031
H3 -0.9554 0.2109 3.4728  0.007
H4 -0.5111 -3.6799 3.8637  0.032
H5 0.2947 -2.8551 2.5243  -0.024
H6 -0.9058 -4.1172 2.2024  0.026
H7 -3.2714 -3.0424 4.7294  0.031
H8 -3.7187 -3.8229 3.2159  0.023
H9 -4.4140 -2.2565 3.6486  0.011
H10 -3.6332 -3.9721 0.7771  0.111
H11 -3.1418 -5.5221 -1.1076  0.108
H12 -1.4598 -4.8573 -2.8273  0.102
H13 -0.3142 -2.6421 -2.5759  0.093
H14 -3.8008 -0.6878 -1.7160  0.036
H15 -2.7943 0.7223 -1.3623  0.003
H16 -4.5412 0.8579 -1.2806  0.040
H17 -5.4919 -2.1402 0.2335  0.026
H18 -6.2865 -0.6460 0.7203  0.033
H19 -5.5654 -1.6919 1.9407  0.012
H20 -2.9959 1.6177 2.1046  0.017
H21 -4.3864 0.8207 2.8508  0.033
H22 -4.6322 1.8714 1.4623  0.035
N2 0.2928 0.1277 -1.4447  -0.186
C13 1.1811 0.2288 -2.4904  -0.352
C14 0.9431 -0.3478 -3.7419  -0.045
C15 1.8935 -0.2431 -4.7474  -0.094
C16 3.0832 0.4352 -4.5242  -0.101
C17 3.3142 1.0303 -3.2892  -0.083
C18 2.3730 0.9355 -2.2793  -0.039
H23 0.0014 -0.8501 -3.9243  0.098
H24 1.6992 -0.6871 -5.7159  0.101
H25 3.8185 0.5164 -5.3143  0.098
H26 4.2274 1.5895 -3.1193  0.101
H27 2.5207 1.4173 -1.3202  0.095
C19 3.7928 4.8235 -1.9205  -0.054
C20 2.7691 4.2175 -0.9999  -0.284
C21 1.4390 4.1161 -1.3768  -0.017
C22 0.4823 3.5466 -0.5409  -0.205
C23 -0.9491 3.4693 -0.9954  -0.029
C24 0.8720 3.0840 0.7166  -0.068
C25 2.1977 3.2272 1.1462  -0.216
C26 2.6239 2.8216 2.5311  -0.044
C27 3.1293 3.7702 0.2674  -0.026
C28 -0.1379 2.4524 1.6487  -0.597
O1 -0.3780 2.9213 2.7449  0.082
O2 -0.7207 1.3820 1.1896  -0.301
H28 3.4127 4.8959 -2.9394  0.074
H29 4.7080 4.2282 -1.9417  0.072
H30 4.0693 5.8286 -1.5945  0.081
H31 1.1323 4.4764 -2.3534  0.118
H32 -1.1129 4.1216 -1.8531  0.080
H33 -1.6376 3.7650 -0.2023  0.093
H34 -1.2061 2.4512 -1.2918  0.041
H35 2.4066 1.7698 2.7261  0.052
H36 2.0851 3.3978 3.2822  0.086
H37 3.6950 2.9846 2.6604  0.076
H38 4.1611 3.8685 0.5932  0.116
C29 4.3631 -0.0729 0.5515  -0.009
N3 3.6023 -1.1516 -0.0546  -0.104
C30 4.0616 -2.0157 -1.0336  -0.040
C31 3.0328 -2.8158 -1.3764  -0.049
N4 1.9674 -2.4434 -0.5869  0.096
C32 2.3094 -1.4121 0.2027  -0.675
S1 1.3188 -0.5796 1.3193  0.773
H39 5.1315 0.2430 -0.1503  0.098
H40 4.8216 -0.4016 1.4833  0.103
H41 3.6881 0.7577 0.7546  0.054
H42 5.0698 -1.9653 -1.4025  0.127
H43 2.9654 -3.6050 -2.1023  0.123
H44 1.0111 -2.7635 -0.6464  0.112

Highest occupied orbital energy (alpha / beta), eV: -6.22 / -6.23
Energy above the lowest of the compared OMol25 structures with the same formula, charge and spin, kcal per mole: 29.1
DFT total energy, Ha: -2659.67748
Lowest unoccupied orbital energy (alpha / beta), eV: 0.14 / 0.13
Maximum force, eV Å⁻¹: 0.48
Gap between HOMO and LUMO (alpha / beta), eV: 6.355 / 6.353


DFT (ωB97M-V/def2-TZVPD) results for a molecular structure, C32H45BrFeN2P2 at a distorted geometry.

Last column: Löwdin charge in e.
Cartesian coordinates (Å):
N1 -2.8634 0.6800 6.3439  0.070
C1 -3.2985 -0.3510 5.6234  -0.125
C2 -2.4159 -1.2621 5.0368  -0.020
C3 -1.0306 -0.9804 5.0842  -0.227
C4 -0.5930 0.0273 5.9745  -0.009
C5 -1.5576 0.8726 6.5384  -0.117
C6 -0.1451 -1.5917 4.1164  -0.022
Fe1 1.4481 -0.3098 -0.4573  0.411
P1 1.2192 -0.3284 -3.0822  0.903
C7 1.1704 -1.2585 3.9997  -0.022
C8 1.8369 -1.5018 2.7292  -0.198
C9 2.8432 -0.6181 2.2887  -0.017
C10 3.2585 -0.6252 0.9563  -0.160
C11 2.7722 -1.6778 0.1080  -0.681
C12 1.7618 -2.5828 0.5418  -0.116
C13 1.3772 -2.5372 1.8769  0.001
Br1 3.6402 -1.8363 -1.6934  0.910
H1 -0.5925 -2.3601 3.4827  0.114
H2 1.6997 -0.6536 4.7388  0.124
H3 -2.7924 -2.1216 4.4826  0.114
H4 0.4610 0.1956 6.1718  0.108
H5 -4.3795 -0.4631 5.4757  0.116
H6 -1.2434 1.7271 7.1430  0.119
H7 3.2843 0.0744 3.0157  0.146
H8 0.7369 -3.3263 2.2849  0.137
H9 4.0809 -0.0030 0.6125  0.110
H10 1.3907 -3.3313 -0.1527  0.126
P2 0.7336 1.7947 0.1722  0.922
C14 0.8598 -2.1016 -3.4754  -0.419
C15 1.5609 -2.7338 -4.6684  -0.145
H11 -0.2300 -2.1434 -3.6217  0.084
H12 1.0815 -2.6702 -2.5604  0.028
H13 1.2325 -3.7790 -4.7601  0.091
H14 1.2867 -2.2426 -5.6105  0.070
H15 2.6524 -2.7545 -4.5739  0.067
C16 2.7434 0.4162 -3.8435  -0.416
C17 3.0440 0.1609 -5.3134  -0.132
H16 3.5898 0.0807 -3.2252  -0.013
H17 2.6350 1.4983 -3.6664  0.082
H18 4.1142 0.3478 -5.4922  0.091
H19 2.8415 -0.8716 -5.6311  0.052
H20 2.4930 0.8536 -5.9635  0.074
C18 -0.1036 0.5710 -3.9594  -0.410
C19 -0.2891 0.2112 -5.4294  -0.114
H21 0.1193 1.6385 -3.8423  0.066
H22 -1.0177 0.3635 -3.3858  0.071
H23 -1.0041 0.9028 -5.8899  0.091
H24 0.6449 0.2894 -5.9957  0.052
H25 -0.6832 -0.8036 -5.5524  0.076
C20 -0.8811 2.4850 -0.3728  -0.370
C21 -0.9959 2.9878 -1.8057  -0.127
H26 -1.0920 3.3109 0.3234  0.091
H27 -1.6229 1.6994 -0.1656  0.076
H28 -1.7361 3.7984 -1.8459  0.094
H29 -0.0534 3.3881 -2.2006  0.068
H30 -1.3535 2.2024 -2.4782  0.044
C22 1.9380 3.1244 -0.2507  -0.382
C23 3.2765 3.0814 0.4816  -0.127
H31 1.4215 4.0765 -0.0517  0.103
H32 2.0917 3.0619 -1.3401  0.073
H33 3.9368 3.8534 0.0664  0.091
H34 3.1617 3.2867 1.5516  0.075
H35 3.7879 2.1174 0.3751  0.047
C24 0.5427 1.8793 2.0036  -0.347
C25 -0.8549 1.7743 2.6007  -0.116
H36 1.0325 2.8067 2.3286  0.096
H37 1.1516 1.0553 2.3999  0.039
H38 -0.7991 1.9201 3.6861  0.082
H39 -1.5557 2.5210 2.2138  0.074
H40 -1.2950 0.7841 2.4380  0.045
N2 -0.3275 -0.9682 -0.3029  0.091
C26 -1.4256 -1.3011 -0.0460  -0.028
C27 -2.8149 -1.4678 0.1651  -0.214
C28 -3.4085 -0.9507 1.3386  -0.016
C29 -4.7991 -0.8672 1.4287  -0.037
C30 -5.5961 -1.3386 0.3772  -0.025
C31 -5.0078 -1.9717 -0.7278  -0.038
C32 -3.6205 -2.0462 -0.8387  -0.009
H41 -2.7655 -0.6175 2.1540  0.086
H42 -5.2512 -0.4234 2.3179  0.121
H43 -6.6839 -1.2251 0.4305  0.128
H44 -5.6370 -2.3968 -1.5130  0.125
H45 -3.1379 -2.5251 -1.6932  0.125

Highest occupied orbital energy (alpha / beta), eV: -13.61 / -13.62
DFT total energy, Ha: -5875.71757
Lowest unoccupied orbital energy (alpha / beta), eV: -5.98 / -7.00
<S²>: 6.03
Charge: +2
2S+1: 5
Maximum force, eV Å⁻¹: 4.97
Gap between HOMO and LUMO (alpha / beta), eV: 7.624 / 6.621


DFT (ωB97M-V/def2-TZVPD) results for a molecular structure, C32H45F9MgN3OP.

Last column: Löwdin charge in e.
Cartesian coordinates (Å):
Mg1 0.8106 -0.7499 -0.4965  0.579
C1 -2.2310 -0.1801 1.7717  -0.113
C2 -1.1723 -0.4494 2.8443  -0.521
C3 -1.1773 0.6213 3.9339  -0.101
P1 0.5040 -0.7581 2.0941  1.083
C4 1.2518 -1.9466 3.3018  -0.542
C5 1.0539 -1.7266 4.8025  -0.112
C6 2.7122 -2.2012 2.9442  -0.114
C7 1.3979 0.8315 2.1149  -0.291
C8 2.2224 1.2467 3.1629  -0.057
C9 2.8873 2.4610 3.1525  -0.281
C10 3.7677 2.8891 4.2960  -0.058
C11 2.7075 3.2791 2.0349  -0.037
C12 1.9154 2.8928 0.9756  -0.030
C13 1.2446 1.6568 0.9714  -0.329
N1 0.4986 1.2216 -0.1102  -0.041
C14 -0.2101 2.1196 -0.9199  -0.224
C15 -1.0582 3.1304 -0.4021  -0.194
C16 -1.1109 3.4662 1.0621  -0.038
C17 -1.8921 3.8441 -1.2557  -0.021
C18 -1.9427 3.6189 -2.6246  -0.290
C19 -2.8617 4.4020 -3.5236  -0.057
C20 -1.0806 2.6599 -3.1298  -0.039
C21 -0.2107 1.9371 -2.3200  -0.221
C22 0.7609 1.0190 -3.0108  -0.049
H1 -3.1950 0.0351 2.2403  0.083
H2 -2.3562 -1.0479 1.1217  0.054
H3 -1.9595 0.6668 1.1399  0.056
H4 -1.4147 -1.4119 3.3106  0.100
H5 -0.9067 1.5969 3.5358  0.064
H6 -0.4711 0.3999 4.7330  0.058
H7 -2.1749 0.6994 4.3736  0.082
H8 0.6918 -2.8549 3.0438  0.102
H9 1.5226 -0.8125 5.1634  0.062
H10 1.5104 -2.5592 5.3428  0.080
H11 0.0003 -1.6970 5.0798  0.063
H12 3.3297 -1.3183 3.1145  0.075
H13 2.8129 -2.4745 1.8974  0.049
H14 3.1116 -3.0166 3.5508  0.085
H15 2.3492 0.6047 4.0241  0.085
H16 3.8444 2.1026 5.0473  0.071
H17 3.3779 3.7827 4.7883  0.077
H18 4.7781 3.1206 3.9531  0.078
H19 3.2167 4.2365 1.9914  0.115
H20 1.8122 3.5346 0.1080  0.122
H21 -1.0012 2.5786 1.6761  0.044
H22 -2.0604 3.9435 1.3071  0.082
H23 -0.3043 4.1433 1.3528  0.084
H24 -2.5422 4.5980 -0.8213  0.113
H25 -3.5661 4.9967 -2.9417  0.072
H26 -3.4376 3.7444 -4.1784  0.069
H27 -2.3017 5.0859 -4.1650  0.079
H28 -1.0571 2.4755 -4.2011  0.125
H29 0.2549 0.2741 -3.6302  0.085
H30 1.4266 0.4979 -2.3326  0.030
H31 1.4145 1.5966 -3.6678  0.097
F1 2.6205 -4.2027 -1.2895  0.154
C23 3.3660 -3.4530 -2.1115  -0.545
F2 2.7073 -3.3820 -3.2776  0.164
F3 4.5087 -4.1152 -2.3313  0.167
C24 3.5710 -2.0247 -1.5046  -0.317
O1 2.4081 -1.5780 -1.0209  -0.171
C25 4.1307 -1.0863 -2.6242  -0.546
F4 3.1888 -0.8137 -3.5324  0.159
F5 5.1668 -1.6250 -3.2831  0.165
F6 4.5344 0.0797 -2.1080  0.175
C26 4.6436 -2.1168 -0.3703  -0.547
F7 4.4127 -3.1915 0.3999  0.152
F8 5.8969 -2.2288 -0.8297  0.168
F9 4.5917 -1.0399 0.4174  0.168
C27 -3.4266 -0.0079 -3.3297  -0.052
C28 -3.6786 -0.4032 -1.8783  -0.185
N2 -3.2385 -1.7588 -1.5405  -0.074
C29 -4.2747 -2.7806 -1.4293  -0.211
C30 -4.8166 -3.2392 -2.7757  -0.066
C31 -1.9266 -2.0154 -1.3519  -0.416
C32 -1.4969 -3.4149 -1.0105  0.011
N3 -1.0051 -1.1091 -1.4273  0.110
H32 -3.7325 1.0269 -3.4855  0.075
H33 -3.9868 -0.6460 -4.0131  0.067
H34 -2.3707 -0.0796 -3.5898  0.066
H35 -4.7460 -0.3578 -1.6610  0.123
H36 -3.1981 0.3086 -1.1993  0.115
H37 -5.0826 -2.3656 -0.8219  0.122
H38 -3.8809 -3.6283 -0.8757  0.102
H39 -5.2892 -2.4169 -3.3132  0.066
H40 -5.5652 -4.0193 -2.6331  0.078
H41 -4.0164 -3.6386 -3.4006  0.081
H42 -1.8708 -4.1370 -1.7362  0.091
H43 -1.8618 -3.7041 -0.0231  0.093
H44 -0.4105 -3.4577 -1.0093  0.079
H45 -1.3640 -0.1846 -1.6563  0.036

Highest occupied orbital energy, eV: -6.62
Energy above the lowest of the compared OMol25 structures with the same formula, charge and spin, kcal per mole: 10.3
DFT total energy, Ha: -2926.31734
Lowest unoccupied orbital energy, eV: 0.30
Maximum force, eV Å⁻¹: 0.16
Gap between HOMO and LUMO, eV: 6.922